Record 1
DFT (ωB97M-V/def2-TZVPD) results for an isolated molecule of C3H2ClF3 at a distorted geometry.

As for the multiplicity: 1. Its total charge is 0. The SMILES is FC/C(F)=C(/F)Cl. The HOMO energy is -9.4 eV. The relative energy (zero: lowest compared OMol25 entry of this formula, charge and spin) comes out at 0.869 eV.

Positions of all 9 atoms, in Å:
C -0.1332 -0.6443 0.0650
C -1.3515 -0.0568 0.2077
C 1.1269 0.2877 -0.1022
F 0.0671 -1.9211 0.0275
F -2.4600 -0.7711 0.1564
F 0.9618 0.9463 -1.2463
Cl -1.5656 1.6211 0.1237
H 1.2261 0.8029 0.8484
H 2.1286 -0.2647 -0.0803


Record 2
DFT (ωB97M-V/def2-TZVPD) results for an isolated molecule of C3H2ClF3 at a distorted geometry.

As for the multiplicity: 1. Its total charge is 0. The HOMO energy (alpha / beta) is -8.8 / -9.7 eV. The relative energy (zero: lowest compared OMol25 entry of this formula, charge and spin) comes out at 2.826 eV.

Positions of all 9 atoms, in Å:
C 0.3779 -0.2329 0.5394
C -1.1755 -0.6918 0.4063
C 1.0216 0.6728 -0.4604
F -2.0005 0.3560 0.3933
F -1.3883 -1.3640 -0.7520
F 1.2531 0.1336 -1.6564
Cl 0.5368 2.2502 -0.6835
H 0.3650 0.0069 1.5460
H 1.0099 -1.1307 0.6672


Record 3
DFT (ωB97M-V/def2-TZVPD) results for C3H2ClFN2S as an isolated structure at a distorted geometry.

As for the multiplicity: 1. Its total charge is 0. The HOMO energy is -8.6 eV. The relative energy (zero: lowest compared OMol25 entry of this formula, charge and spin) comes out at 2.720 eV.

Positions of all 10 atoms, in Å:
C -0.9120 -0.0291 -0.3231
C 0.8406 1.0607 -0.1744
C 1.2470 -0.2474 0.0852
H -2.7875 0.6102 1.0745
H 0.0858 -2.0501 -0.2528
N -0.4267 1.2322 -0.1953
N 0.1847 -0.9439 -0.1104
F 1.5067 2.2537 -0.0074
S -2.5604 -0.6890 -0.0461
Cl 2.8219 -1.1974 -0.0501


Record 4
DFT (ωB97M-V/def2-TZVPD) results for an isolated molecule of C3H2ClFO at a distorted geometry.

As for the multiplicity: 1. Its total charge is 0. The SMILES is O=C/C(F)=C\Cl. The HOMO energy is -10.2 eV. The relative energy (zero: lowest compared OMol25 entry of this formula, charge and spin) comes out at 0.424 eV.

Positions of all 8 atoms, in Å:
C 1.0096 -0.7125 0.0265
C 0.0040 -0.0030 0.5644
C -1.0672 0.6866 -0.3231
H 1.7630 -1.0852 0.7072
H -0.9024 0.7022 -1.4179
O -2.0349 1.2277 0.2205
F -0.2127 0.0278 1.8644
Cl 1.4407 -0.8435 -1.6421


Record 5
DFT (ωB97M-V/def2-TZVPD) results for an isolated molecule of C3H2ClFO at a distorted geometry.

As for the multiplicity: 1. Its total charge is 0. The SMILES is O=C/C(F)=C\Cl. The HOMO energy is -10.1 eV. The relative energy (zero: lowest compared OMol25 entry of this formula, charge and spin) comes out at 0.331 eV.

Positions of all 8 atoms, in Å:
C -0.0632 -0.3181 -1.1552
C -0.4448 -0.2283 0.1186
C 0.2561 0.5103 1.1795
H -0.6930 -0.8426 -1.8816
H 1.2603 0.8495 0.9086
O -0.1967 0.6479 2.2924
F -1.5369 -0.9011 0.3622
Cl 1.4182 0.2824 -1.8246


Record 6
DFT (ωB97M-V/def2-TZVPD) results for a 2-piece molecular cluster, C3H2ClN2S2 overall at a distorted geometry.

As for the multiplicity: 1. Its total charge is -1. The HOMO energy (alpha / beta) is -4.0 / -3.9 eV. The relative energy (zero: lowest compared OMol25 entry of this formula, charge and spin) comes out at 3.536 eV.

Positions of all 10 atoms, in Å:
C -0.8683 0.5923 -0.1856
C -0.7271 -0.7390 -0.3302
C 0.9138 0.0263 0.9971
N 0.2096 1.0561 0.5175
N 0.3297 -1.0866 0.5233
S 0.3239 2.7735 0.6111
S 0.6314 -2.6713 0.9936
Cl 2.0058 0.0917 -1.8083
H -1.5542 1.3773 -0.5162
H -1.2645 -1.4203 -0.8022


Record 7
DFT (ωB97M-V/def2-TZVPD) results for an isolated molecule of C3H2ClNO at a distorted geometry.

As for the multiplicity: 1. Its total charge is 0. The SMILES is C=NC(Cl)=C=O. The HOMO energy is -8.9 eV. The relative energy (zero: lowest compared OMol25 entry of this formula, charge and spin) comes out at 2.493 eV.

Positions of all 8 atoms, in Å:
C 0.6084 1.1679 -1.2457
C -0.2707 0.5377 -0.5431
C 0.0833 -1.0096 1.3612
N -0.3871 -0.2165 0.4750
O 1.3497 1.8420 -1.8534
Cl -1.8157 0.6610 -1.6009
H -0.7070 -1.5092 1.9249
H 1.1391 -1.4733 1.4819


Record 8
DFT (ωB97M-V/def2-TZVPD) results for an isolated molecule of C3H2ClNO at a distorted geometry.

As for the multiplicity: 1. Its total charge is 0. The SMILES is C=NC1=C(Cl)O1. The HOMO energy (alpha / beta) is -8.2 / -8.2 eV. The relative energy (zero: lowest compared OMol25 entry of this formula, charge and spin) comes out at 4.676 eV.

Positions of all 8 atoms, in Å:
C 1.9042 -0.3106 0.7597
C 0.6143 -0.4622 0.1330
C -1.7275 0.2722 -0.0940
N -0.6392 -0.3253 0.1519
O 1.5248 -1.2525 -0.3107
Cl 2.6143 1.0555 -0.0682
H -1.6274 1.0582 -0.8083
H -2.6634 -0.0352 0.2366


Record 9
DFT (ωB97M-V/def2-TZVPD) results for an isolated molecule of C3H2ClNO2 at a distorted geometry.

As for the multiplicity: 1. Its total charge is 0. The SMILES is O=c1c(=O)n1CCl. The HOMO energy is -10.4 eV. The relative energy (zero: lowest compared OMol25 entry of this formula, charge and spin) comes out at 2.152 eV.

Positions of all 9 atoms, in Å:
C -1.2731 -0.5440 -0.7032
C -0.7855 -1.2047 0.5147
C 0.8953 0.9097 0.1268
N -0.2572 0.0210 0.0915
O -1.9884 -0.2757 -1.5942
O -0.7084 -2.0143 1.3780
Cl 2.3048 -0.0562 0.3062
H 0.8822 1.8014 0.8456
H 0.9302 1.3628 -0.9653


Record 10
DFT (ωB97M-V/def2-TZVPD) results for a 2-piece molecular cluster, C3H2ClNO2 overall at a distorted geometry.

As for the multiplicity: 1. Its total charge is 0. The SMILES is [O-][N+]#CCl.C#CO. The HOMO energy is -9.7 eV. The relative energy (zero: lowest compared OMol25 entry of this formula, charge and spin) comes out at 6.476 eV.

Positions of all 9 atoms, in Å:
C 0.2041 -1.6579 1.6741
C 0.8628 -1.5200 0.6899
C -0.7486 1.5967 -1.3135
N -1.2535 1.4561 -0.3179
O -1.7426 1.3221 0.7460
O 1.4888 -1.4593 -0.4870
Cl -0.1369 2.1847 -2.7613
H -0.2366 -1.3041 2.6347
H 1.5625 -0.6184 -0.8651


Record 11
DFT (ωB97M-V/def2-TZVPD) results for a 2-piece molecular cluster, C3H2ClNO2 overall at a distorted geometry.

As for the multiplicity: 3. The expectation value of S² is 2.006. Its total charge is 0. The HOMO energy (alpha / beta) is -6.8 / -9.4 eV. The relative energy (zero: lowest compared OMol25 entry of this formula, charge and spin) comes out at 5.818 eV.

Positions of all 9 atoms, in Å:
C 0.2887 2.6564 0.6417
C 0.4623 1.6720 -0.0510
C -0.5973 -2.0763 -0.6854
N -0.4269 -1.8521 0.4479
O -0.2903 -1.2858 1.4932
O 0.5220 0.5598 -0.6910
Cl -0.7744 -2.9709 -2.1028
H 0.0947 3.4963 1.1306
H 0.7212 -0.1994 -0.1831


Record 12
DFT (ωB97M-V/def2-TZVPD) results for an isolated molecule of C3H2ClNOS at a distorted geometry.

As for the multiplicity: 1. Its total charge is 0. The SMILES is S=c1[nH]c(Cl)co1. The HOMO energy is -8.4 eV. The relative energy (zero: lowest compared OMol25 entry of this formula, charge and spin) comes out at 0.167 eV.

Positions of all 9 atoms, in Å:
C -0.9854 -0.0713 -0.0079
C -0.5251 1.1722 -0.0016
C 1.2133 -0.1537 -0.0752
H -1.0608 2.1148 -0.1057
H 0.1882 -1.9204 0.2896
N 0.1105 -0.9382 0.0311
O 0.8408 1.1330 -0.0033
S 2.7747 -0.6731 -0.0613
Cl -2.5564 -0.6632 -0.0657


Record 13
DFT (ωB97M-V/def2-TZVPD) results for an isolated molecule of C3H2ClNOS2 at a distorted geometry.

As for the multiplicity: 1. Its total charge is 0. The SMILES is S=c1cc(Cl)n(S)o1. The HOMO energy is -8.5 eV. The relative energy (zero: lowest compared OMol25 entry of this formula, charge and spin) comes out at 3.755 eV.

Positions of all 10 atoms, in Å:
C -1.3615 -0.6046 -0.6399
C -0.3450 -1.3471 0.0535
C 0.5429 -0.4323 0.4701
H 1.2791 2.9100 0.8527
H -0.1645 -2.4278 0.0246
N 0.3292 0.7993 -0.2027
O -0.8022 0.6389 -0.8849
S 1.4720 2.1155 -0.2191
S -2.9298 -0.9550 -0.8736
Cl 1.9797 -0.6968 1.4192


Record 14
DFT (ωB97M-V/def2-TZVPD) results for an isolated molecule of C3H2ClNS at a distorted geometry.

As for the multiplicity: 1. Its total charge is 0. The SMILES is N#CC(=S)CCl. The HOMO energy is -10.1 eV. The relative energy (zero: lowest compared OMol25 entry of this formula, charge and spin) comes out at 1.201 eV.

Positions of all 8 atoms, in Å:
C 0.7989 -0.0721 0.3823
C -0.5015 0.4447 -0.1822
C -1.4350 -0.5543 -0.4986
H 1.0466 0.5717 1.2597
H 0.7744 -1.1431 0.6980
N -2.2973 -1.3181 -0.5785
S -0.6441 2.0724 -0.4334
Cl 2.2580 -0.0013 -0.6473


Record 15
DFT (ωB97M-V/def2-TZVPD) results for C3H2CrO3 as an isolated structure at a distorted geometry.

As for the multiplicity: 4. The expectation value of S² is 3.804. Its total charge is +1. The HOMO energy (alpha / beta) is -12.9 / -12.7 eV.

Positions of all 9 atoms, in Å:
H -0.0396 -0.2268 1.2664
C 1.8610 -0.0723 -0.9287
O 2.8645 -0.6485 -0.9944
O 0.7788 0.2738 -0.6837
C -1.9525 1.5651 2.8007
C -1.4676 0.6579 2.1655
O -1.0096 -0.2846 1.4020
H -2.3605 2.4222 3.3018
Cr 2.3709 1.2216 2.6642


Record 16
DFT (ωB97M-V/def2-TZVPD) results for C3H2CsO3 as an isolated structure.

As for the multiplicity: 1. Its total charge is +1. The HOMO energy is -10.9 eV. The relative energy (zero: lowest compared OMol25 entry of this formula, charge and spin) comes out at 0.000 eV.

Positions of all 9 atoms, in Å:
C 3.2981 1.2484 0.4019
C 2.7133 0.0918 0.1954
O 2.1143 -0.9062 0.1343
H 4.3745 1.2390 0.5874
H 2.7597 2.1676 0.1725
C -2.8442 -0.2542 -0.2581
O -2.0502 0.5750 -0.1489
O -3.7257 -1.0070 -0.3660
Cs -6.6398 -3.1544 -0.7185


Record 17
DFT (ωB97M-V/def2-TZVPD) results for C3H2EuFO2 as an isolated structure at a distorted geometry.

As for the multiplicity: 8. The expectation value of S² is 15.762. Its total charge is +1. The HOMO energy (alpha / beta) is -11.2 / -11.2 eV. The relative energy (zero: lowest compared OMol25 entry of this formula, charge and spin) comes out at 1.267 eV.

Positions of all 9 atoms, in Å:
C -0.9535 -1.0229 0.1815
C 1.0993 0.7912 -0.5974
O -0.0741 -1.3798 -0.6062
O -0.8097 0.2756 0.6456
C 0.4463 0.8444 0.5862
H 2.1811 0.7179 -0.6982
F 0.4846 1.2315 -1.7327
H 1.0225 0.8155 1.5114
Eu -3.3965 -2.2734 0.7099


Record 18
DFT (ωB97M-V/def2-TZVPD) results for an isolated molecule of C3H2F2 at a distorted geometry.

As for the multiplicity: 1. Its total charge is 0. The SMILES is FC1=C[C@@H]1F. The HOMO energy is -9.4 eV. The relative energy (zero: lowest compared OMol25 entry of this formula, charge and spin) comes out at 2.187 eV.

Positions of all 7 atoms, in Å:
C -0.1387 0.6329 0.6241
C 0.7233 0.6153 -0.3671
C -0.4590 -0.7015 -0.0827
F 1.6758 0.9566 -1.1863
F 0.1242 -1.9152 0.2532
H -0.5596 1.2244 1.4917
H -1.3661 -0.8125 -0.7330


Record 19
DFT (ωB97M-V/def2-TZVPD) results for a 2-piece molecular cluster, C3H2F2O overall at a distorted geometry.

As for the multiplicity: 1. Its total charge is 0. The HOMO energy (alpha / beta) is -10.4 / -9.7 eV. The relative energy (zero: lowest compared OMol25 entry of this formula, charge and spin) comes out at 4.497 eV.

Positions of all 8 atoms, in Å:
C -2.0591 0.0028 -0.0350
C -0.8973 -0.5622 -0.0369
C 2.4916 0.4722 -0.0010
O 2.5019 1.6156 0.2827
F -0.4626 -1.7833 0.1624
F 3.5657 -0.2634 -0.3004
H -2.9862 -0.5373 0.1560
H -2.1540 1.0556 -0.2278


Record 20
DFT (ωB97M-V/def2-TZVPD) results for an isolated molecule of C3H2F2O at a distorted geometry.

As for the multiplicity: 1. Its total charge is 0. The SMILES is C#CC(O)(F)F. The HOMO energy is -11.5 eV. The relative energy (zero: lowest compared OMol25 entry of this formula, charge and spin) comes out at 1.845 eV.

Positions of all 8 atoms, in Å:
C -0.5309 0.9215 1.6874
C -0.3160 0.5462 0.5958
C 0.1778 -0.1630 -0.5730
O 0.4307 -1.3677 -0.3295
F -0.8959 -0.0875 -1.6830
F 1.1754 0.5717 -1.1432
H -0.9856 1.3182 2.4611
H 0.9445 -1.7393 -1.0155